Entry 1:
Formula: CH5FOP2
Source: the Open Molecules 2025 dataset
Level of theory: ωB97M-V with the def2-TZVPD basis set

ORCA input file:
```
! wB97M-V def2-TZVPD RIJCOSX def2/J DEFGRID3
* xyz 0 1
C 2.04807 0.59500 0.20085
O -1.94063 -1.35612 -0.29219
F -2.79388 0.97416 0.26423
P -1.30578 0.06795 0.04810
P 1.31581 -1.08704 -0.03813
H 2.66860 0.34065 1.01632
H 1.11994 1.24092 0.41289
H 2.33421 0.87978 -0.82560
H -2.21469 -1.81374 0.59944
H -1.23165 0.15844 -1.38591
*
```

Summary:
Frontier orbital gap (alpha / beta) ... 6.86 / 6.84 eV
HOMO (alpha / beta) ... -8.4332 / -8.0880 eV
Largest force on an atom ... 4.688 eV/A
Energy relative to the best compared isomer or geometry (same formula, charge and spin) ... 264.3 kJ/mol

For reference, the Mulliken charges in units of e are: -0.80 -0.43 -0.38 0.33 0.04 0.32 0.23 0.30 0.34 0.06

Entry 2:
Formula: C9H13NO
Source: the Open Molecules 2025 dataset
Level of theory: ωB97M-V with the def2-TZVPD basis set

ORCA input file:
```
! wB97M-V def2-TZVPD RIJCOSX def2/J DEFGRID3
* xyz 0 1
C 2.92326 -0.13402 1.42532
C 0.96382 0.42451 1.01550
C 1.38017 -0.48491 0.09573
C -0.48553 0.52721 0.48351
C 0.03881 -0.46238 -0.66447
C -0.95939 1.95579 0.05489
C -1.62515 -0.02119 1.40939
C -0.55743 -1.87549 -0.80297
C 0.20432 0.09634 -2.03896
N 2.00201 0.64605 1.92369
O 2.63398 -0.87346 0.33549
H 3.80737 -0.38465 1.91936
H -1.97026 2.21232 -0.34346
H -0.40276 2.15189 -0.89994
H -0.95891 2.52631 0.96621
H -2.51137 -0.38630 0.82953
H -1.99952 0.77786 2.07782
H -1.21799 -0.88908 1.95467
H -1.41751 -1.86888 -1.38359
H -0.80472 -2.31595 0.17482
H 0.33705 -2.20777 -1.39371
H 0.36375 -0.67664 -2.69812
H 0.98780 0.73316 -2.11766
H -0.73179 0.52929 -2.32306
*
```

Summary:
Frontier orbital gap ... 9.48 eV
HOMO ... -8.7010 eV
Largest force on an atom ... 3.639 eV/A
Energy relative to the best compared isomer or geometry (same formula, charge and spin) ... 413.8 kJ/mol

For reference, the Mulliken charges in units of e are: -0.23 0.05 -0.18 1.42 1.82 -1.65 -1.58 -1.61 -2.42 -0.67 -0.46 0.47 0.34 0.35 0.48 0.31 0.42 0.37 0.46 0.32 0.41 0.60 0.50 0.50

Entry 3:
Formula: C21H24N2O3S
Source: the Open Molecules 2025 dataset
Level of theory: ωB97M-V with the def2-TZVPD basis set

ORCA input file:
```
! wB97M-V def2-TZVPD RIJCOSX def2/J DEFGRID3
* xyz 0 1
C 4.43130 -2.21309 -1.70239
H 4.16390 -1.61937 -2.58309
O 3.40932 -2.20340 -0.73667
C 2.19420 -2.73518 -1.06198
C 1.87486 -3.24284 -2.31652
C 0.60924 -3.74820 -2.56488
C -0.34942 -3.75982 -1.56937
C -0.03054 -3.26511 -0.31662
C 1.22765 -2.75271 -0.04670
C 1.52548 -2.19475 1.32158
N 0.63578 -1.09437 1.63247
C -0.37685 -1.20187 2.52092
O -0.54569 -2.17313 3.22520
C -1.29943 0.00928 2.52671
H -0.72034 0.90705 2.30257
H -1.74601 0.11789 3.51452
C -2.40646 -0.20501 1.47502
C -2.96215 1.14520 1.07108
O -3.98693 1.60076 1.53045
N -2.19034 1.87957 0.20937
C -0.98407 1.45741 -0.38203
C -0.95379 0.38359 -1.26701
C 0.23145 -0.01337 -1.85608
C 1.40240 0.67874 -1.58289
C 1.37796 1.77905 -0.74989
C 0.18674 2.18556 -0.15336
S 0.24561 3.59949 0.89841
C -1.53559 4.02117 1.17517
C -1.67910 5.53113 1.11448
H -1.01979 6.00357 1.83876
H -1.42227 5.89728 0.12253
H -2.70517 5.81313 1.33989
C -2.40666 3.31214 0.14820
H -3.45898 3.49842 0.37687
H -2.18070 3.66545 -0.86197
H -1.78354 3.65317 2.17478
H 2.27596 2.34208 -0.54759
H 2.33274 0.37295 -2.03425
H 0.23803 -0.85454 -2.53056
H -1.87484 -0.13022 -1.49747
H -3.21411 -0.79417 1.90833
H -2.00183 -0.74043 0.61819
H 0.69487 -0.28677 1.03231
H 2.56146 -1.85467 1.37130
H 1.35003 -2.95484 2.08836
H -0.76215 -3.28096 0.47793
H -1.33384 -4.15683 -1.76366
H 0.37930 -4.13533 -3.54662
H 2.60404 -3.24724 -3.11140
H 5.29692 -1.76404 -1.21754
H 4.68133 -3.23179 -2.01483
*
```

Summary:
Frontier orbital gap ... 9.00 eV
HOMO ... -8.4239 eV
Largest force on an atom ... 0.707 eV/A
Energy relative to the best compared isomer or geometry (same formula, charge and spin) ... 6.4 kJ/mol

For reference, the Mulliken charges in units of e are: -1.00 0.37 -0.41 0.71 -0.46 -0.78 -0.89 -0.19 0.70 -1.29 -0.03 0.34 -0.67 -0.29 0.13 0.50 -0.28 0.51 -0.64 0.25 -0.90 -0.43 -0.75 -0.65 -0.81 1.35 -0.32 0.74 -1.49 0.40 0.34 0.41 -1.44 0.53 0.34 0.33 0.43 0.38 0.49 0.64 0.52 0.00 0.02 0.40 0.52 0.53 0.42 0.37 0.40 0.25 0.38

Entry 4:
Formula: C6H12O
Source: the Open Molecules 2025 dataset
Level of theory: ωB97M-V with the def2-TZVPD basis set

ORCA input file:
```
! wB97M-V def2-TZVPD RIJCOSX def2/J DEFGRID3
* xyz 0 1
C 0.89510 -2.78933 0.52121
C 1.35786 -1.35627 0.38043
C 0.43913 -0.38487 1.14856
C -1.13219 2.37556 -1.12543
O -2.51860 2.44141 -1.43410
C -0.84381 1.10344 -0.38366
C 0.15413 0.93745 0.47055
H -0.10893 -2.93321 0.10282
H 0.76403 -3.03350 1.58522
H 1.58568 -3.52200 0.11542
H 2.38305 -1.23483 0.76009
H 1.42650 -1.00851 -0.65665
H 0.80139 -0.16729 2.16137
H -0.54149 -0.87439 1.21656
H -0.50358 2.45187 -2.01344
H -0.87959 3.22715 -0.48291
H -2.62762 2.73624 -2.33996
H -1.51701 0.27976 -0.61668
H 0.86597 1.75133 0.59058
*
```

Summary:
Frontier orbital gap ... 10.18 eV
HOMO ... -9.2049 eV
Largest force on an atom ... 1.148 eV/A
Energy relative to the best compared isomer or geometry (same formula, charge and spin) ... 125.0 kJ/mol

For reference, the Mulliken charges in units of e are: -1.29 -0.22 -0.76 -0.40 -0.52 -0.22 -0.36 0.35 0.31 0.36 0.29 0.33 0.38 0.30 0.27 0.25 0.31 0.32 0.31

Entry 5:
Formula: H3N3O
Source: the Open Molecules 2025 dataset
Level of theory: ωB97M-V with the def2-TZVPD basis set

ORCA input file:
```
! wB97M-V def2-TZVPD RIJCOSX def2/J DEFGRID3
* xyz 0 1
N 1.33903 0.16768 0.07672
N -2.01194 1.24436 0.09568
N -1.89833 0.14472 0.00029
O -1.72359 -0.99634 -0.10502
H 2.29266 0.07413 0.23799
H 1.29892 -0.12959 -0.89224
H 0.70326 -0.50496 0.58658
*
```

Summary:
Frontier orbital gap ... 11.33 eV
HOMO ... -10.2780 eV
Largest force on an atom ... 3.127 eV/A
Energy relative to the best compared isomer or geometry (same formula, charge and spin) ... 85.2 kJ/mol

For reference, the Mulliken charges in units of e are: -0.65 -0.25 0.76 -0.51 0.21 0.22 0.23

Question: Which formula does entry 1 have?
Answer: CH5FOP2